Computed, not measured: a structure of composition C5H12NS at a distorted geometry, with the ωB97M-V functional and the def2-TZVPD basis.

Each line ends with the natural charge from an NBO analysis.
Positions of all 19 atoms, in Å:
C 0.15722 -1.78457 -1.00557  -0.43
C -0.40913 -1.05929 -0.11063  0.14
C -1.28140 -1.38525 0.98726  -0.72
C 0.52588 1.26050 1.28776  -0.72
C 0.14953 0.79338 -0.11290  0.00
N 1.30186 1.00730 -1.10065  -0.74
S -1.27358 1.80919 -0.78829  0.00
H 0.86626 -1.36474 -1.71803  0.18
H -0.05652 -2.84053 -1.09419  0.25
H -1.89026 -2.20276 0.88400  0.26
H -1.94388 -0.56744 1.16990  0.24
H -0.84694 -1.54207 1.96845  0.25
H -0.35800 1.26269 1.89874  0.27
H 1.01386 0.43329 1.78497  0.24
H 1.03230 2.26159 1.40954  0.25
H 2.15654 0.52854 -0.58105  0.46
H 1.62972 1.94231 -1.23931  0.45
H 0.93322 0.58454 -1.96664  0.46
H -1.70668 0.86331 -1.67336  0.15

Forces on the atoms, in the same order (eV/Å):
1.017 -0.827 -1.775
1.866 4.421 0.798
0.090 1.931 1.681
0.036 -0.096 -0.009
-2.403 -1.052 -0.156
1.161 -2.959 2.568
0.589 -1.045 0.077
-0.129 -0.403 0.005
-0.010 -0.081 -0.050
-1.344 -2.234 -0.984
-0.728 0.726 0.005
0.898 0.064 0.013
-0.759 0.507 -0.014
1.132 0.058 0.030
-0.388 -1.168 -0.382
-1.842 0.475 -2.078
-0.473 1.152 -0.191
1.095 0.107 0.093
0.190 0.424 0.369

HOMO-LUMO gap: 0.3752 Ha
Total charge: +1
Calculated total energy: -650.3120 Ha
LUMO level: -3.492 eV
HOMO energy: -13.703 eV
Energy above the lowest of the compared OMol25 structures with the same formula, charge and spin: 64.5 kcal per mole